[1]
A structure of composition C20H29CdO5P. Source: the OMol25 dataset; level of theory: wB97M-V/def2-TZVPD.

XYZ file:
```
56
Properties=species:S:1:pos:R:3:forces:R:3:mulliken_charge:R:1
Cd -0.133 0.299 0.033 -0.04 0.07 0.06 1.57
C 0.894 2.228 -0.414 -0.03 -0.04 -0.11 -0.50
C 2.091 1.433 -0.661 0.04 -0.01 0.03 0.45
C 2.153 1.156 -2.023 0.00 0.02 -0.02 1.17
C 1.039 1.768 -2.666 0.00 0.03 0.05 1.06
C 0.272 2.423 -1.711 0.03 0.01 -0.03 0.59
C -0.934 3.288 -1.960 0.02 -0.03 0.00 -1.70
C 0.783 1.706 -4.142 -0.02 0.00 0.01 -1.87
C 3.211 0.372 -2.741 -0.04 0.00 0.02 -1.71
C 3.138 1.127 0.373 0.01 0.01 -0.01 -1.72
C 0.771 3.200 0.734 0.03 -0.02 0.03 -1.75
H -1.869 2.724 -2.027 -0.01 0.01 0.00 0.19
H -0.830 3.845 -2.892 0.00 0.00 0.00 0.40
H -1.062 4.017 -1.159 -0.01 0.00 0.00 0.46
H 0.778 0.677 -4.515 -0.01 -0.01 0.00 0.30
H 1.556 2.238 -4.703 0.01 0.00 0.00 0.40
H -0.176 2.157 -4.403 0.01 0.00 0.00 0.41
H 2.773 -0.297 -3.487 0.03 -0.01 -0.01 0.29
H 3.807 -0.235 -2.057 0.00 0.00 0.01 0.36
H 3.908 1.026 -3.273 -0.01 0.01 -0.01 0.39
H 3.727 0.249 0.099 0.00 0.00 0.00 0.39
H 2.703 0.930 1.355 0.00 0.00 0.00 0.31
H 3.841 1.958 0.487 -0.01 0.01 0.01 0.34
H -0.266 3.451 0.958 0.00 0.01 0.00 0.44
H 1.299 4.134 0.512 0.00 -0.01 0.00 0.34
H 1.206 2.790 1.647 -0.01 0.02 0.01 0.40
C -2.332 -2.762 0.194 -0.02 0.03 -0.01 -0.63
O -2.012 -2.466 -1.184 0.00 -0.02 0.01 -0.39
P -0.667 -1.683 -1.511 -0.01 0.00 0.04 0.21
O 0.421 -2.834 -1.431 0.02 -0.03 -0.01 -0.39
C 1.819 -2.520 -1.310 -0.01 0.01 0.00 -0.25
O -0.823 -1.446 -3.075 0.00 0.02 -0.02 -0.28
C -1.754 -0.435 -3.503 0.01 -0.02 0.00 -0.45
H -3.174 -3.446 0.169 0.00 0.00 -0.01 0.31
H -2.609 -1.847 0.716 0.01 0.00 0.01 0.22
H -1.487 -3.239 0.691 0.01 0.00 -0.01 0.31
H 2.262 -3.283 -0.678 0.00 0.00 0.00 0.35
H 1.966 -1.535 -0.859 0.01 0.00 0.00 -0.15
H 2.276 -2.533 -2.298 0.00 0.00 0.00 0.24
H -1.609 -0.315 -4.572 0.01 0.01 0.00 0.25
H -1.543 0.511 -3.000 0.00 0.01 0.00 -0.01
H -2.774 -0.761 -3.300 0.00 0.01 0.00 0.31
O 0.214 -0.907 1.990 0.01 -0.02 0.00 -0.92
C -0.910 -0.534 2.430 0.03 -0.02 -0.02 1.06
O -1.677 0.211 1.755 -0.02 -0.01 -0.01 -0.82
C -1.359 -1.011 3.775 0.00 0.00 0.01 0.25
C -2.600 -0.627 4.273 0.01 0.01 -0.02 -0.38
C -3.017 -1.077 5.516 0.00 0.00 0.00 -0.57
C -2.194 -1.909 6.263 0.00 0.00 0.00 -0.35
C -0.954 -2.292 5.769 0.00 0.00 -0.01 -0.56
C -0.536 -1.844 4.526 0.00 0.00 0.00 -0.29
H -3.220 0.026 3.674 0.00 -0.01 0.01 0.39
H -3.982 -0.779 5.903 0.00 0.00 0.00 0.39
H -2.519 -2.260 7.235 0.00 0.00 0.00 0.38
H -0.313 -2.938 6.355 0.00 0.00 0.00 0.40
H 0.425 -2.127 4.120 0.00 0.00 0.01 0.39
```
Forces are in eV/Å.

Properties
Highest occupied orbital energy ... -0.2652 Eh
Largest force on an atom ... 0.125 eV Å⁻¹
Charge ... 0
Kohn-Sham gap ... 0.2907 hartree

***

[2]
A structure of composition C9H14N2O in a non-equilibrium geometry. Source: the OMol25 dataset; level of theory: wB97M-V/def2-TZVPD.

XYZ file:
```
26
Properties=species:S:1:pos:R:3:forces:R:3:mulliken_charge:R:1
C 4.207 -0.100 0.579 -0.84 0.53 0.77 -0.52
C 3.261 0.856 0.395 0.24 1.15 0.30 -0.25
C 2.490 -1.129 -0.157 -0.72 -1.44 -0.19 0.10
C 0.703 1.885 -0.909 0.27 -1.99 0.70 -1.18
C 0.944 0.736 -0.269 -5.01 0.65 0.99 0.77
C -1.660 -0.537 -1.359 1.13 0.89 1.23 -1.62
C -2.051 -1.601 1.025 -2.10 1.56 0.42 -1.78
C -2.652 0.818 0.521 -1.76 -2.32 2.26 -1.69
C -1.657 -0.336 0.241 -1.15 0.08 -2.13 1.85
N 3.699 -1.326 0.225 0.95 -0.84 0.10 -0.63
N 2.120 0.161 -0.004 0.69 0.60 -0.40 0.08
O -0.379 -0.084 0.690 5.04 2.00 -0.98 -0.59
H 5.032 0.032 1.254 0.78 -0.16 -0.62 0.37
H 3.313 1.970 0.437 -0.37 -1.36 0.28 0.36
H 1.816 -1.884 -0.576 0.24 0.44 0.41 0.38
H -0.235 2.382 -0.887 -0.51 0.19 0.01 0.37
H 1.488 2.205 -1.559 0.39 0.52 -0.20 0.35
H -1.368 -1.547 -1.653 0.60 0.24 -0.01 0.36
H -2.636 -0.414 -1.737 -1.45 0.05 -0.28 0.53
H -1.072 0.324 -1.841 -0.55 -1.70 0.69 0.32
H -2.906 -2.124 0.556 0.57 0.05 0.12 0.36
H -2.377 -1.318 2.060 0.23 -0.09 -0.85 0.38
H -1.186 -2.158 1.148 1.42 -1.62 -0.08 0.50
H -2.931 1.194 -0.395 -0.68 1.52 -1.87 0.46
H -3.660 0.434 1.012 2.00 0.50 -1.00 0.36
H -2.303 1.561 1.202 0.60 0.53 0.33 0.36
```
Forces are in eV/Å.

Properties
Highest occupied orbital energy ... -0.3361 Eh
Largest force on an atom ... 5.513 eV Å⁻¹
Charge ... 0
Kohn-Sham gap ... 0.3577 hartree

***

[3]
A cluster of 3 separate species, C33H25ClO7 in total in a non-equilibrium geometry. Source: the OMol25 dataset; level of theory: wB97M-V/def2-TZVPD.

XYZ file:
```
66
Properties=species:S:1:pos:R:3:forces:R:3:mulliken_charge:R:1
C 2.501 0.931 -6.680 -0.18 1.33 -0.15 -0.45
O 1.772 -0.335 -6.817 2.24 -1.10 1.80 -0.25
C 2.642 -1.434 -6.609 1.62 -2.55 -4.33 0.59
O 2.986 -2.113 -7.615 -1.40 2.71 4.17 -0.56
O 3.212 -1.814 -5.369 -3.04 1.58 -1.30 -0.26
C 2.276 -1.695 -4.267 -0.19 0.70 2.62 -0.51
C 3.159 -1.280 -2.955 0.43 -0.78 -1.96 0.11
C 4.645 -1.839 -3.171 -0.06 -0.29 1.71 -1.14
Cl 3.274 0.569 -2.975 -0.10 -0.89 0.38 -0.25
H 1.691 1.751 -6.706 1.34 -1.39 -0.01 0.20
H 3.065 1.026 -5.692 -0.76 -0.36 -1.34 0.18
H 3.210 1.068 -7.576 -1.05 -0.29 1.38 0.28
H 1.728 -2.677 -4.024 1.03 1.23 -0.73 0.30
H 1.498 -0.870 -4.383 1.02 -1.21 -0.33 0.37
H 2.657 -1.614 -1.988 0.79 0.59 -1.38 0.43
H 4.598 -2.954 -3.434 0.07 1.65 0.19 0.31
H 5.259 -1.250 -3.926 -1.15 -0.86 0.91 0.29
H 5.174 -1.768 -2.149 -0.66 -0.06 -1.60 0.37
C -5.803 -0.409 -2.927 0.18 0.06 0.06 -0.51
C -6.447 0.412 -2.003 0.20 0.09 0.06 -0.46
C -5.706 1.274 -1.203 -0.20 -0.12 -0.10 -0.57
C -4.316 1.309 -1.315 -0.27 -0.23 -0.16 0.21
C -3.670 0.470 -2.222 -0.36 -0.08 -0.06 0.14
C -4.417 -0.382 -3.037 -0.23 -0.06 -0.02 -0.49
C -2.192 0.461 -2.316 0.42 -0.54 -0.61 0.38
O -1.626 -0.270 -3.112 -0.11 0.13 0.21 -0.72
C -1.412 1.347 -1.424 0.28 0.14 0.20 0.23
C -0.018 1.308 -1.461 0.24 0.13 0.19 -0.28
C 0.726 2.147 -0.634 -0.21 -0.11 -0.12 -0.39
C 0.078 3.034 0.224 -0.19 -0.05 -0.08 -0.61
C -1.312 3.071 0.267 0.22 0.01 0.03 -0.70
C -2.059 2.221 -0.550 0.37 0.11 0.10 0.63
C -3.537 2.243 -0.470 -0.46 0.64 0.64 0.43
O -4.105 3.015 0.284 0.16 -0.23 -0.22 -0.68
H -6.383 -1.075 -3.558 0.07 0.07 0.06 0.40
H -7.528 0.381 -1.910 0.12 0.02 -0.01 0.40
H -6.213 1.915 -0.489 0.23 -0.01 -0.06 0.46
H -3.921 -1.028 -3.754 0.08 0.14 0.16 0.47
H 0.494 0.623 -2.129 -0.19 0.09 0.02 0.32
H 1.810 2.112 -0.661 -0.12 -0.03 -0.03 0.40
H 0.657 3.693 0.863 -0.08 -0.10 -0.04 0.40
H -1.811 3.760 0.941 -0.08 -0.17 -0.14 0.48
C 1.643 1.590 7.773 -0.06 -0.08 -0.18 -0.49
C 1.520 0.372 8.438 -0.05 -0.10 -0.19 -0.46
C 1.154 -0.771 7.736 0.07 0.15 0.20 -0.53
C 0.898 -0.697 6.367 0.08 0.27 0.26 0.16
C 0.998 0.527 5.706 0.10 0.08 0.35 0.12
C 1.382 1.669 6.410 0.05 0.05 0.23 -0.47
C 0.681 0.629 4.263 0.07 0.83 -0.44 0.50
O 0.772 1.698 3.683 -0.01 -0.25 0.12 -0.67
C 0.244 -0.585 3.537 -0.15 -0.26 -0.28 -0.08
C -0.113 -0.494 2.191 -0.08 -0.13 -0.21 -0.21
C -0.512 -1.632 1.497 0.08 0.11 0.18 -0.45
C -0.546 -2.866 2.143 0.07 0.08 0.18 -0.65
C -0.196 -2.960 3.485 -0.08 -0.05 -0.22 -0.63
C 0.190 -1.818 4.187 -0.10 -0.08 -0.36 0.44
C 0.526 -1.923 5.625 -0.04 -0.89 0.48 0.55
O 0.492 -3.002 6.192 0.01 0.30 -0.16 -0.67
H 1.938 2.480 8.320 -0.03 -0.09 -0.07 0.40
H 1.712 0.314 9.505 -0.01 -0.01 -0.12 0.40
H 1.065 -1.718 8.259 -0.01 0.05 -0.23 0.46
H 1.475 2.622 5.898 -0.08 -0.20 -0.07 0.46
H -0.086 0.464 1.679 0.06 -0.04 0.19 0.46
H -0.794 -1.557 0.452 0.03 0.02 0.09 0.55
H -0.850 -3.755 1.599 0.03 0.09 0.07 0.40
H -0.230 -3.924 3.984 0.05 0.22 0.08 0.47
```
Forces are in eV/Å.

Properties
Highest occupied orbital energy ... -0.3622 Eh
Largest force on an atom ... 5.281 eV Å⁻¹
SMILES ... O=C1c2ccccc2C(=O)c2ccccc21.O=C1c2ccccc2C(=O)c2ccccc21.COC(=O)OC[C@@H](C)Cl
Charge ... 0
Kohn-Sham gap ... 0.3204 hartree

***

[4]
A structure of composition C42H26BrCaF6N7O8S2Se in a non-equilibrium geometry. Source: the OMol25 dataset; level of theory: wB97M-V/def2-TZVPD.

XYZ file:
```
94
Properties=species:S:1:pos:R:3:forces:R:3:mulliken_charge:R:1
Ca 0.310 -0.327 1.438 -0.58 0.99 -0.12 1.18
O 7.253 1.311 3.419 0.03 -0.17 -0.06 -0.76
C 6.800 1.263 2.257 -0.09 0.48 0.13 0.37
O 7.334 1.588 1.178 0.02 -0.14 -0.04 -0.72
C 5.315 0.834 2.153 0.01 -0.17 -0.04 0.06
C 4.550 0.634 3.295 0.03 0.02 0.01 -1.18
C 3.211 0.317 3.168 -0.09 0.05 0.00 -0.97
N 2.599 0.205 1.986 0.20 -0.07 -0.24 1.10
C 3.336 0.369 0.876 0.05 0.12 -0.08 0.00
C 4.688 0.669 0.925 0.01 0.04 0.01 -0.62
C 2.622 0.292 -0.481 0.05 0.03 0.06 0.24
O 3.318 0.257 -1.500 -0.02 -0.02 -0.02 -0.81
O 1.348 0.303 -0.458 0.10 -0.15 0.05 0.42
H 5.021 0.744 4.263 0.00 0.00 0.00 0.48
H 2.581 0.160 4.038 0.01 -0.01 0.01 0.44
H 5.245 0.811 0.010 0.00 -0.01 0.00 0.58
C -0.735 3.660 3.909 -0.01 0.00 -0.01 -0.82
C -2.128 3.673 3.915 0.00 0.00 0.00 -0.70
C -2.809 2.767 3.123 0.05 0.00 -0.01 -0.87
C -2.099 1.846 2.334 -0.03 -0.04 -0.08 0.98
C -0.695 1.769 2.331 -0.01 -0.11 0.09 0.33
C -0.058 2.723 3.143 0.04 -0.01 -0.04 -0.52
C -2.870 0.914 1.464 -0.08 0.05 -0.02 0.45
C -4.210 1.256 1.083 0.06 0.01 0.02 -1.13
C -4.953 0.413 0.330 0.00 -0.03 0.00 -1.42
C -4.393 -0.813 -0.102 -0.04 0.03 -0.03 0.99
C -5.091 -1.727 -0.921 0.00 0.01 0.00 -0.68
C -4.473 -2.853 -1.386 0.01 -0.01 0.00 -0.84
C -3.127 -3.100 -1.045 0.02 -0.01 0.01 -0.89
C -2.432 -2.232 -0.247 -0.04 -0.01 -0.01 0.16
C -3.053 -1.062 0.253 0.14 0.00 -0.01 -0.49
N -2.315 -0.201 1.023 0.04 0.01 0.08 0.80
H -0.186 4.372 4.518 0.00 0.00 0.00 0.40
H -2.673 4.375 4.535 0.00 0.00 0.00 0.34
H -3.893 2.765 3.161 0.00 0.00 -0.01 0.35
H 1.031 2.730 3.187 -0.01 0.00 0.00 0.23
H -4.602 2.218 1.376 -0.03 -0.01 0.00 0.42
H -5.961 0.673 0.024 0.00 0.01 0.00 0.37
H -6.117 -1.502 -1.192 0.00 0.00 0.00 0.39
H -5.003 -3.549 -2.025 0.00 0.01 0.00 0.36
H -2.630 -3.982 -1.427 -0.03 0.01 0.00 0.49
H -1.399 -2.433 0.004 -0.03 0.01 0.01 0.71
F 0.495 -2.795 6.171 0.03 0.00 -0.01 -0.20
C -0.437 -3.201 5.312 -0.03 0.06 -0.01 0.40
F -1.639 -2.954 5.840 0.01 -0.01 0.05 -0.22
F -0.313 -4.514 5.133 -0.01 -0.03 0.01 -0.22
S -0.309 -2.318 3.702 0.18 -0.34 -0.13 1.08
O -0.259 -0.918 4.028 0.08 -0.12 0.05 -0.49
O -1.415 -2.787 2.915 -0.05 -0.03 0.13 -0.56
N 1.102 -2.801 3.163 -0.18 -0.05 -0.10 -0.35
S 1.159 -3.493 1.730 -0.08 0.04 0.27 0.97
O 0.709 -2.565 0.703 0.18 -0.36 0.02 -0.43
O 0.689 -4.842 1.657 0.00 0.00 -0.09 -0.75
C 3.002 -3.602 1.504 -0.07 -0.05 0.06 0.58
F 3.243 -3.590 0.197 0.03 -0.03 0.00 -0.23
F 3.433 -4.761 2.010 0.04 0.02 0.03 -0.25
F 3.655 -2.614 2.085 -0.01 0.03 -0.03 -0.18
Br -5.085 0.417 -4.605 0.01 0.00 0.00 -0.25
C -3.614 1.162 -3.648 0.00 -0.01 0.02 -0.39
C -2.874 0.347 -2.805 0.00 0.02 0.01 -0.46
C -1.833 0.902 -2.083 0.06 -0.09 -0.20 0.78
C -1.507 2.251 -2.226 0.20 -0.05 0.08 -1.18
C -2.244 3.044 -3.099 -0.09 0.01 0.07 -0.11
C -3.311 2.500 -3.806 0.02 0.02 0.02 -0.57
N -0.455 2.761 -1.447 -0.22 0.18 -0.15 -0.14
C 0.665 2.950 -1.992 0.11 -0.11 0.14 -0.48
C 1.865 3.380 -1.236 -0.07 0.00 -0.03 0.59
C 3.083 3.435 -1.899 0.01 -0.03 0.05 -0.87
C 4.230 3.713 -1.168 0.00 0.00 -0.08 -0.37
C 4.107 3.933 0.189 -0.02 0.02 0.09 -0.60
C 2.835 3.884 0.755 0.01 -0.04 -0.02 -0.07
N 1.734 3.617 0.070 -0.01 0.07 0.00 -0.30
H -3.105 -0.707 -2.709 0.00 0.00 -0.01 0.78
H -1.214 0.286 -1.445 -0.05 0.02 0.09 0.48
H -1.997 4.094 -3.199 0.00 0.00 -0.01 0.51
H -3.898 3.117 -4.473 0.01 0.00 0.00 0.39
H 0.836 2.712 -3.051 -0.02 0.14 0.00 0.56
H 3.133 3.207 -2.957 0.02 -0.01 0.01 0.32
H 5.201 3.721 -1.645 0.01 -0.02 0.03 0.41
H 4.973 4.103 0.815 0.03 -0.03 -0.03 0.35
H 2.705 4.041 1.822 0.00 0.02 -0.01 0.44
Se 1.177 -0.202 -3.437 0.08 -0.36 0.09 0.53
N 0.757 -1.745 -2.665 0.08 0.24 -0.14 -0.39
C 0.091 -2.446 -3.566 -0.07 -0.12 0.10 0.45
C -0.423 -3.762 -3.324 0.03 0.04 0.02 -0.61
C -1.106 -4.391 -4.310 -0.01 0.03 -0.08 -0.49
C -1.318 -3.768 -5.588 0.00 -0.05 0.05 -0.47
C -0.839 -2.530 -5.862 0.03 0.03 0.02 -0.78
C -0.113 -1.826 -4.849 -0.04 0.02 -0.08 0.72
N 0.403 -0.615 -4.981 -0.04 0.05 0.04 -0.92
H -0.251 -4.213 -2.355 0.00 0.00 -0.01 0.62
H -1.508 -5.383 -4.144 0.01 0.00 0.01 0.38
H -1.877 -4.309 -6.342 0.00 0.00 0.00 0.36
H -0.995 -2.054 -6.821 0.00 0.00 0.01 0.44
```
Forces are in eV/Å.

Properties
Highest occupied orbital energy ... -0.1130 Eh
Largest force on an atom ... 1.154 eV Å⁻¹
Charge ... -2
Kohn-Sham gap ... 0.2381 hartree